ORCA calculation (ωB97M-V/def2-TZVPD) on a 2-piece molecular cluster, C5H10O2 overall.

Each atom is followed by the atoms it is bonded to, with distances in Å.
Element x y z (Å)
1 C -2.05 0.82 0.10  C2 1.505, H6 1.094, H7 1.100, H8 1.095
2 C -1.26 -0.09 -0.80  C1 1.505, C3 1.327, H9 1.086
3 C 0.05 0.06 -0.99  C2 1.327, O4 1.364, H10 1.092
4 O 0.72 1.08 -0.38  C3 1.364, C5 1.411
5 C 2.12 0.94 -0.29  O4 1.411, H11 1.099, H12 1.098, H13 1.092
6 H -3.13 0.62 0.02  C1 1.094
7 H -1.77 0.70 1.15  C1 1.100
8 H -1.87 1.86 -0.17  C1 1.095
9 H -1.75 -0.93 -1.29  C2 1.086
10 H 0.65 -0.61 -1.60  C3 1.092
11 H 2.40 0.29 0.56  C5 1.099
12 H 2.55 0.53 -1.21  C5 1.098
13 H 2.54 1.93 -0.12  C5 1.092
14 C 0.20 -1.79 1.17  O15 1.203, H16 1.110, H17 1.114
15 O -0.56 -2.70 0.97  C14 1.203
16 H -0.11 -0.82 1.62  C14 1.110
17 H 1.27 -1.83 0.85  C14 1.114

Summary:
SMILES ... C/C=C\OC.C=O
Energy relative to the best compared isomer or geometry (same formula, charge and spin) ... 3.054 eV
E_HOMO ... -8.712 eV
Kohn-Sham gap ... 9.5 eV
Charge ... 0

In the Mulliken picture, each atom carries the following charge in e: -0.902, -0.248, -0.274, -0.315, -0.665, 0.315, 0.198, 0.296, 0.350, 0.428, 0.236, 0.333, 0.249, 0.039, -0.426, 0.200, 0.187